Computed, not measured: a 2-piece molecular cluster, C16H26FNO4 overall, with the ωB97M-V functional and the def2-TZVPD basis.

The value obtained for the electronic energy is -29408.94022 eV. As for the structure (SMILES): NCCCC1=C(CCCF)C(=O)C=CC1=O.COCCOC. The calculation puts the relative energy (zero: lowest compared OMol25 entry of this formula, charge and spin) at 0.0000 eV. The value obtained for the orbital gap is 7.774 eV. For the HOMO energy, the calculation gives -9.1 eV. Its charge is 0.

Geometry (Å):
F  -3.137  -3.452  0.778
O  -0.445  2.945  1.069
O  -4.477  0.861  3.359
O  1.777  0.413  -2.312
O  2.196  -0.566  -5.054
N  3.286  -0.271  2.188
C  -1.355  2.159  1.262
C  1.238  0.676  1.103
C  2.004  1.736  -2.771
C  3.592  -0.563  -4.815
C  -3.620  1.043  2.506
C  -3.146  -2.008  2.661
C  -1.191  0.872  2.004
C  0.178  0.235  2.121
C  -2.668  -2.222  1.240
C  1.454  -1.247  -4.056
C  -2.331  -0.928  3.392
C  -2.291  0.342  2.591
C  -3.810  1.974  1.367
C  -2.724  2.494  0.781
C  2.360  -0.383  1.072
C  0.810  -0.287  -3.081
H  -3.115  -2.948  3.201
H  -2.832  3.213  -0.017
H  1.905  -1.373  1.057
H  -1.338  -1.287  3.633
H  0.162  0.415  -3.613
H  0.667  -1.815  -4.563
H  2.837  -0.028  3.054
H  0.547  0.444  3.127
H  4.035  0.370  1.994
H  -3.057  -1.473  0.557
H  -1.583  -2.258  1.171
H  4.017  -1.556  -4.995
H  2.168  1.765  -3.850
H  0.189  -0.859  -2.384
H  3.825  -0.251  -3.794
H  1.159  2.384  -2.512
H  -4.186  -1.696  2.623
H  0.064  -0.843  2.065
H  2.895  2.109  -2.268
H  2.934  -0.280  0.156
H  -4.825  2.216  1.093
H  0.832  0.851  0.114
H  4.042  0.142  -5.511
H  1.705  1.591  1.450
H  2.091  -1.956  -3.520
H  -2.838  -0.701  4.327

Cartesian forces (eV/Å) of the 6 atoms listed first:
F -0.1 -0.1 0.0
O -0.3 -0.4 0.1
O 0.4 0.1 -0.8
O 0.0 0.0 -0.1
O 0.0 0.0 0.1
N 0.1 -0.6 0.0

Computed, not measured: one molecule with the formula C6H13NO3, with the ωB97M-V functional and the def2-TZVPD basis.

The value obtained for the electronic energy is -14062.77113 eV. As for the structure (SMILES): C[C@H](C(=O)O)C(C)(C)NO. The calculation puts the relative energy (zero: lowest compared OMol25 entry of this formula, charge and spin) at 3.8580 eV. The value obtained for the orbital gap is 9.114 eV. For the HOMO energy, the calculation gives -8.5 eV. Its charge is 0.

Geometry (Å):
O  1.692  -1.487  1.041
O  0.714  2.096  1.409
O  0.494  0.241  2.691
N  1.592  -0.389  0.122
C  0.255  0.575  -1.812
C  -0.732  0.272  0.546
C  -0.305  -1.745  -0.973
C  0.394  0.914  1.496
C  -1.750  1.353  0.192
C  0.092  -0.321  -0.592
H  0.959  0.140  -2.529
H  0.611  1.568  -1.524
H  -2.301  1.644  1.092
H  -0.630  -2.319  -0.101
H  0.267  -0.699  2.565
H  -1.267  2.260  -0.183
H  -1.120  -1.730  -1.706
H  -0.710  0.707  -2.316
H  2.647  -1.644  1.170
H  -1.236  -0.521  1.108
H  0.534  -2.284  -1.425
H  -2.461  1.003  -0.561
H  2.262  0.366  0.288

Cartesian forces (eV/Å) of the 6 atoms listed first:
O 0.5 0.2 -0.1
O 0.3 -2.2 0.0
O 0.6 0.2 -0.6
N -1.2 -1.1 -1.8
C 0.1 0.1 0.1
C 0.9 1.1 0.7

Computed, not measured: one molecule with the formula C3H3OPS, with the ωB97M-V functional and the def2-TZVPD basis.

The value obtained for the electronic energy is -25327.58394 eV. The calculation puts the relative energy (zero: lowest compared OMol25 entry of this formula, charge and spin) at 1.8193 eV. The value obtained for the orbital gap (alpha / beta) is 7.762 / 5.881 eV. For the HOMO energy (alpha / beta), the calculation gives -8.7 / -7.8 eV. Its charge is 0.

Geometry (Å):
S  -3.288  -0.657  0.749
P  -2.209  1.286  0.998
O  -4.935  0.111  -1.214
C  -0.640  0.743  0.235
C  -4.424  -0.628  -0.446
C  -0.260  -0.381  -0.412
H  0.792  -0.647  -0.637
H  0.032  1.515  0.288
H  -1.051  -1.275  -0.566

Cartesian forces (eV/Å) of the 6 atoms listed first:
S 1.4 0.2 1.7
P 0.3 -1.4 -1.0
O 0.3 -0.6 0.5
C -2.1 -1.6 -0.4
C -1.3 1.1 -1.8
C -1.7 -2.4 0.4